No. 1
DFT (the ωB97M-V functional and the def2-TZVPD basis) results for 7 unconnected molecules or ions with the total composition C28H42O21.

The value obtained for the energy above the lowest of the compared OMol25 structures with the same formula, charge and spin is 9.6 kcal/mol. The lowest unoccupied orbital energy (spin up / spin down) is 2.0 / 2.0 eV. The total charge is -1. Its HOMO-LUMO gap (spin up / spin down) is 0.0660 / 0.3800 hartree. As for the spin multiplicity: 2. As for the highest occupied orbital energy (spin up / spin down): 0.19 / -8.37 eV.

```
91
Properties=species:S:1:pos:R:3:forces:R:3:mulliken_spin:R:1
O -2.66932 -0.37492 -2.91190 0.7 -0.1 3.2 -0.02
O 2.38242 -2.38121 -1.94896 0.0 -0.3 -1.2 0.00
O -2.15588 5.41996 -6.16384 -0.9 -3.5 1.5 0.00
O 3.33105 -1.72684 -0.06601 0.8 -2.8 -0.4 0.01
O -0.95800 0.34436 4.75339 -0.9 -0.5 -1.8 -0.85
O -3.13885 3.35360 -6.43341 -0.3 1.5 -1.0 -0.01
O -1.29912 -0.16314 -1.03708 -0.6 0.2 -3.2 0.04
O 4.45713 2.51848 -4.47711 -3.0 -0.5 1.2 -0.01
O -3.17699 -1.28526 -0.89492 -1.1 -0.8 -2.0 0.00
O 2.58360 2.39520 -3.04233 2.6 -0.1 -1.9 -0.05
O 3.32425 -3.99122 -0.66815 -0.7 2.2 0.0 0.00
O -3.22251 -5.09267 -1.64318 -1.0 -1.3 -1.7 0.00
O 2.21371 -1.82614 3.03184 0.0 3.8 0.7 0.01
O -2.10028 3.75557 -4.56476 0.4 0.2 0.4 -0.02
O -0.56816 -1.32893 6.13061 -1.1 -0.5 -0.2 0.03
O 2.10321 0.47985 2.72369 -2.6 -1.3 -0.8 -1.81
O 2.41973 2.92798 -5.22309 -0.8 0.1 -0.4 0.01
O -2.46664 -4.50618 0.32909 1.6 0.6 -1.3 0.00
O 3.58302 -0.34344 4.07818 -1.3 -2.1 0.0 -0.04
O -1.21154 -4.11542 -1.55032 -1.1 -1.4 0.9 0.00
O -1.73808 -1.70026 4.20597 1.1 1.6 2.0 -0.02
C -2.44217 4.29035 -5.74420 0.3 1.8 -1.4 0.02
C -1.15762 -0.95862 5.00125 -1.0 -1.6 -3.0 0.45
C 0.64726 3.30878 -2.02710 -0.5 0.0 -0.8 0.19
C -0.26989 0.96814 5.77620 -0.4 0.3 1.7 1.14
C -0.97728 0.58453 1.19136 -0.2 -1.3 0.1 0.50
C 1.17677 2.50725 -3.25802 1.4 -0.2 1.9 -0.09
C 3.24323 2.56285 -4.27791 4.1 0.2 1.7 -0.01
C 3.75026 1.03662 4.15248 2.8 0.2 1.8 0.63
C -2.71461 -1.12797 0.38069 -1.1 0.1 3.7 0.10
C -4.38852 -4.34159 1.76593 0.0 -1.1 -0.8 0.00
C -3.29592 2.12830 -5.74359 0.5 -0.9 -1.4 0.01
C -0.06629 -0.18115 6.74556 3.6 0.8 1.8 -0.26
C 3.67151 0.63130 -0.36227 -1.2 0.1 -0.2 -0.03
C -2.93995 0.99589 -6.71262 0.6 0.2 0.8 0.00
C -3.70431 -5.11485 0.60462 -0.1 0.7 0.5 0.00
C -4.35059 -5.17099 -0.80730 -0.5 -0.2 1.7 0.00
C -2.46320 2.36604 -4.50909 -0.6 -0.4 1.4 0.01
C -2.42764 -0.57189 -1.71422 1.2 0.3 -2.7 -0.02
C 5.30523 1.20237 3.98389 -1.2 0.9 -0.9 0.03
C 1.17112 3.09789 -4.63830 -3.3 0.4 0.3 0.03
C -1.31799 -0.62901 0.27182 0.4 1.6 2.0 -0.48
C 2.75886 -0.56954 -0.64673 0.8 0.3 1.7 -0.09
C 2.52475 -0.65580 3.28827 1.3 -3.0 -0.6 -1.20
C 3.01688 -2.83663 -0.86315 1.4 -0.2 1.1 0.00
C 1.45350 -0.44210 7.00952 -0.8 0.0 -0.4 0.77
C -2.17827 -4.61498 -1.02063 1.6 3.0 1.0 0.00
C 2.85025 1.57942 3.10080 2.0 1.3 -0.8 2.68
C 2.55661 -0.98022 -2.06262 -0.9 1.1 0.1 0.04
H -2.92211 0.08186 -6.11903 -0.3 -0.3 -0.2 0.00
H 5.52240 0.88608 2.96365 0.1 -0.1 -0.1 0.02
H 3.85465 0.77291 0.70286 -0.1 -0.4 -0.2 -0.02
H -1.05600 0.19551 2.20653 0.3 0.2 0.2 -0.09
H 0.87720 1.45953 -3.28318 -0.9 0.1 0.3 0.00
H 1.97616 0.41784 7.42836 -0.3 0.0 0.4 -0.38
H -4.34912 1.91366 -5.56252 -0.1 0.7 0.6 -0.01
H -0.93558 1.70091 6.23227 0.1 0.3 -0.1 -0.23
H 3.46216 1.85001 2.24030 0.0 0.3 -0.2 0.19
H 3.38288 -0.62177 -2.67654 0.2 -0.7 -0.3 0.01
H -0.52351 0.01108 7.71618 -0.4 -0.3 -0.1 -0.33
H 1.54813 -1.33747 7.62390 0.2 0.1 0.2 0.04
H -5.29339 -4.90879 1.98410 -0.2 0.2 0.2 0.00
H 2.31700 2.48482 3.39060 -0.7 -0.3 0.2 -0.30
H -1.93660 1.09442 -7.12696 0.0 0.2 -0.1 0.00
H 0.70916 2.74706 -1.09504 -0.3 -0.4 -0.3 0.04
H -1.65789 1.43343 1.12622 -0.3 -0.2 -0.4 0.05
H -0.36882 3.66007 -2.20676 -0.3 -0.4 0.1 -0.01
H 0.02810 0.95875 0.99828 0.0 -0.2 0.1 -0.07
H 0.41868 2.52146 -5.17651 0.0 0.6 -0.6 0.00
H -4.91027 -6.10291 -0.88728 0.3 -0.1 -0.5 0.00
H 4.62490 0.63877 -0.89056 -0.1 -0.3 -0.1 0.00
H -3.39689 -0.43696 0.87576 0.2 0.6 0.1 0.07
H -3.38036 -6.10474 0.92600 -0.8 -0.4 0.2 0.00
H -2.80263 -2.00530 1.02151 0.2 -0.4 -0.6 -0.03
H 0.65699 1.45673 5.47572 0.0 0.0 -0.3 0.54
H -5.03604 -4.35740 -1.04464 0.1 0.2 0.2 0.00
H 3.08943 1.49112 -0.69392 0.3 0.3 0.0 -0.05
H -3.10289 2.16344 -3.65010 0.1 0.5 0.2 0.00
H 3.44238 1.35035 5.14991 -0.1 0.3 0.2 0.10
H -3.68758 0.98910 -7.50579 0.1 -0.3 0.0 0.00
H 1.16862 4.23397 -1.78154 0.6 -0.1 -0.7 -0.05
H -0.63737 -1.45788 0.46633 0.4 0.1 -0.5 -0.01
H 1.81139 -0.53725 -0.10882 -0.3 0.9 -0.2 0.00
H 1.62490 -0.52270 -2.39533 0.0 -0.3 -0.4 0.00
H -3.75536 -4.36381 2.65290 0.1 0.0 -0.1 0.00
H -4.65283 -3.30575 1.55312 0.1 -0.1 -0.3 0.00
H 0.85853 4.13038 -4.48231 0.3 0.3 -0.9 0.00
H 1.97270 -0.62968 6.06965 -0.2 -0.2 -0.2 -0.08
H 5.56750 2.25942 4.02815 0.1 0.1 0.2 -0.08
H 5.95706 0.61526 4.63083 -0.6 0.0 0.4 0.00
H -1.59067 1.75115 -4.28839 0.2 0.0 -0.7 0.00
```
Positions in Å, forces in eV/Å.



No. 2
DFT (the ωB97M-V functional and the def2-TZVPD basis) results for 2 unconnected molecules or ions with the total composition C3H9OPS2.

The value obtained for the energy above the lowest of the compared OMol25 structures with the same formula, charge and spin is 51.7 kcal/mol. The lowest unoccupied orbital energy is -1.7 eV. Its HOMO-LUMO gap is 0.2945 hartree. As for the spin multiplicity: 1. As for the highest occupied orbital energy: -9.68 eV.

```
16
Properties=species:S:1:pos:R:3:forces:R:3:mulliken_charge:R:1
S -0.06264 -0.79252 -2.68111 -0.6 0.8 1.2 -0.26
S -1.98109 -0.63280 0.29159 0.9 0.8 -1.0 -0.33
P -0.57597 -0.05808 -0.94973 1.1 -1.4 0.3 0.51
O -2.56139 -3.67931 -0.94633 0.0 -1.2 -0.3 -0.61
C 1.54629 0.16652 0.93961 -2.3 -1.2 4.1 -1.47
C 0.80807 0.94422 -0.09074 -0.5 1.1 -1.6 0.47
C 0.14362 2.24673 0.36237 0.2 1.2 0.9 -1.25
H 2.41184 0.56124 1.38782 1.2 1.7 0.0 0.44
H -2.43138 -2.78412 -0.65604 0.3 0.7 0.2 0.25
H 1.91843 -0.77262 0.66795 0.1 -1.6 -1.1 0.45
H 0.96329 -0.08943 1.96851 0.6 0.7 -2.5 0.27
H 0.89380 2.82432 1.00853 -1.3 -0.9 -0.5 0.33
H -0.12203 2.98475 -0.45614 0.2 -1.2 0.6 0.33
H 1.54102 1.24561 -0.85389 -0.4 -0.5 -0.3 0.23
H -0.78973 1.96105 0.90933 0.8 0.7 0.0 0.32
H -1.70215 -4.12556 -0.90174 -0.3 0.4 0.0 0.31
```
Positions in Å, forces in eV/Å.



No. 3
DFT (the ωB97M-V functional and the def2-TZVPD basis) results for 4 unconnected molecules or ions with the total composition C11H21BN4O9S.

The lowest unoccupied orbital energy is -0.5 eV. Its HOMO-LUMO gap is 0.3065 hartree. As for the spin multiplicity: 1. As for the highest occupied orbital energy: -8.82 eV.

```
47
Properties=species:S:1:pos:R:3:forces:R:3:mulliken_charge:R:1
S 1.38043 -3.86443 -2.74185 0.7 5.6 -2.8 1.09
O -3.03631 3.38476 3.79426 -1.3 1.1 0.5 -0.50
O 0.38219 -2.83834 -3.40918 3.4 -4.5 2.7 -0.62
O -2.91375 1.11947 -0.92949 0.5 -1.5 0.3 -0.51
O -2.29397 6.22601 0.69610 1.0 -0.5 -1.2 -0.55
O 2.74365 -3.22264 -2.36398 -4.8 -3.1 -0.8 -0.55
O 1.70020 -5.05534 -3.95794 1.1 0.9 2.7 -0.50
O -0.69683 6.21452 -0.82126 -1.5 -0.5 1.1 -0.52
O -1.94324 -0.64497 -0.03605 -1.3 1.1 -1.2 -0.48
O -4.93801 4.03038 4.69984 1.5 0.0 -0.8 -0.51
N -3.87038 4.24037 4.11246 -0.3 -0.9 0.3 0.83
N 3.67277 -2.33966 0.48348 2.9 7.7 -1.2 -0.15
N -1.63813 5.69696 -0.20888 0.5 0.9 -0.1 0.87
N -2.66194 -0.08991 -0.87533 0.5 0.5 0.8 0.81
C 0.49876 -4.72986 -1.33422 -0.8 -2.2 1.4 -0.55
C 1.10725 -4.43564 0.15860 0.0 -0.8 0.5 -0.46
C 5.58834 -0.29064 0.12334 -3.9 0.2 0.0 -0.29
C 2.74680 -1.20154 0.24595 -0.2 0.6 0.1 0.17
C -2.02031 4.31103 -0.59245 0.1 -0.3 -0.2 -0.74
C -3.27773 -0.96094 -1.91267 -0.2 0.0 -0.3 -0.72
C -3.55622 5.64981 3.75361 -0.2 0.3 0.0 -0.55
C 2.99893 0.35840 -0.00436 3.6 -1.5 0.2 -0.43
C 4.52414 0.92662 -0.07922 -1.0 -5.6 0.8 -0.37
C 0.56468 -3.06873 0.87982 -0.3 -0.2 0.4 -0.55
C 5.04875 -1.77477 0.40183 -0.1 0.6 -0.2 -0.17
B 1.13040 -1.66401 0.24322 1.4 -0.5 0.1 0.40
H 0.87065 -3.05624 2.03324 -0.5 -0.3 -2.4 0.31
H 4.86430 2.02868 -0.28093 -0.9 -2.4 0.5 0.30
H -3.45282 5.69803 2.66760 0.2 0.0 0.2 0.19
H 5.90200 -2.59478 0.57700 -2.0 2.0 -0.5 0.25
H -3.05893 4.33681 -0.92867 0.2 0.0 0.2 0.28
H -3.90166 -1.69494 -1.39848 0.2 0.1 -0.1 0.28
H 2.09374 1.09822 -0.13701 2.0 -1.9 0.3 0.24
H 0.33238 -0.95199 -0.29051 0.4 0.1 0.2 -0.22
H -1.90440 3.68069 0.29156 -0.2 0.1 -0.1 0.29
H 2.63053 -5.41646 -3.73929 -1.9 0.9 -0.4 0.37
H 0.74242 -5.33982 0.84784 0.7 1.8 -1.7 0.35
H -0.68114 -4.56597 -1.36257 2.8 0.2 -0.4 0.30
H -0.62740 -3.07761 0.85336 2.5 0.0 0.0 0.19
H -3.88084 -0.34245 -2.58072 0.2 -0.1 0.3 0.31
H -2.62313 5.91699 4.25381 -0.1 -0.1 -0.2 0.27
H -4.37283 6.29098 4.09215 0.2 -0.3 0.0 0.30
H 6.74569 -0.07617 0.06808 -2.7 -0.7 0.2 0.27
H 0.63996 -5.90019 -1.52405 -0.1 2.6 0.2 0.36
H -2.46653 -1.44378 -2.46136 -0.1 0.0 0.2 0.26
H 2.27051 -4.53989 0.08962 -2.2 0.6 0.2 0.30
H -1.36297 3.97296 -1.39630 -0.1 0.2 0.2 0.34
```
Positions in Å, forces in eV/Å.



No. 4
DFT (the ωB97M-V functional and the def2-TZVPD basis) results for a single C5H8N2OSi2 molecule.

The lowest unoccupied orbital energy (spin up / spin down) is -1.7 / -5.8 eV. Its HOMO-LUMO gap (spin up / spin down) is 0.0941 / 0.1831 hartree. As for the spin multiplicity: 3. As for the highest occupied orbital energy (spin up / spin down): -4.23 / -10.75 eV.

```
18
Properties=species:S:1:pos:R:3:forces:R:3:mulliken_spin:R:1
Si -1.16841 0.09282 -0.10581 -1.7 -2.8 -1.7 0.88
Si 0.39611 -2.72449 -0.83018 -2.8 -1.6 -1.4 0.06
O -0.47440 -1.31954 -0.80889 -0.5 1.0 0.5 -0.17
N -2.61346 1.69086 -2.16752 -1.5 1.8 -2.2 0.14
N -3.37936 -0.64403 1.84534 -1.0 -0.3 0.8 0.14
C 2.35913 1.41314 0.60013 2.1 -0.1 -1.0 0.40
C -2.09354 0.98575 -1.44690 2.4 -1.7 3.0 -0.04
C -2.57705 -0.41290 1.05693 2.6 0.8 -1.2 -0.01
C 1.16088 1.82052 0.11863 -3.0 -1.9 0.6 0.17
C -0.05609 1.30185 0.86756 1.3 3.6 -0.3 0.25
H -0.73319 2.13433 1.27560 0.6 -0.8 -0.8 0.04
H -0.38871 -3.95459 -0.18824 0.7 1.3 -0.7 0.01
H 0.70695 -3.06667 -2.28968 -0.2 0.2 0.9 0.01
H 0.36165 0.76336 1.67818 -0.1 -0.6 1.0 0.05
H 2.46982 0.59366 1.26442 -0.2 -0.5 0.9 0.04
H 1.57728 -2.62151 -0.13005 2.1 0.4 1.2 0.01
H 3.29878 1.75343 0.15048 -0.3 0.2 0.3 0.02
H 1.15359 2.19401 -0.89001 -0.5 0.9 0.0 0.01
```
Positions in Å, forces in eV/Å.



no.,maximum force (eV/Å)
1,4.44
2,4.84
3,8.30
4,4.21